#one
One molecule with the formula CH5BOS, computed with wB97M-V/def2-TZVPD.

## Properties
Highest occupied orbital energy ... -8.32 eV
Net charge ... 0
Orbital gap ... 8.75 eV
SMILES ... OBCS
LUMO level ... 0.016 Ha

XYZ file:
```
9
Properties=species:S:1:pos:R:3:mulliken_charge:R:1
O -1.635 -0.263 0.795 -0.431
B -0.641 0.592 0.712 0.422
C 0.798 -0.074 -0.350 -0.669
S 0.369 -0.067 -2.112 -0.213
H -2.453 -0.017 1.228 0.332
H -0.607 1.681 1.143 -0.068
H 1.050 -1.082 -0.042 0.284
H 1.648 0.590 -0.234 0.243
H -0.519 -1.053 -2.045 0.099
```



#two
One molecule with the formula CH5BOS, computed with wB97M-V/def2-TZVPD.

## Properties
Highest occupied orbital energy ... -9.09 eV
Net charge ... 0
Orbital gap ... 8.85 eV
LUMO level ... -0.009 Ha

XYZ file:
```
9
Properties=species:S:1:pos:R:3:mulliken_charge:R:1
B -0.715 -0.243 -0.263 0.086
C -0.053 1.132 0.431 -0.033
O 0.427 -1.312 -0.240 -0.456
S 1.520 1.038 0.874 -0.370
H -1.722 -0.818 0.291 -0.093
H -0.618 2.022 0.914 0.259
H -0.888 0.297 -1.266 -0.089
H 0.819 -1.237 -1.147 0.410
H 1.228 -0.879 0.406 0.286
```



Stability check: which of them is least stable? #two.



#one
One molecule with the formula C4H3FO, computed with wB97M-V/def2-TZVPD.

## Properties
Highest occupied orbital energy ... -9.84 eV
Net charge ... 0
Orbital gap ... 10.71 eV
SMILES ... O=C1CC=C1F
LUMO level ... 0.032 Ha

XYZ file:
```
9
Properties=species:S:1:pos:R:3:mulliken_charge:R:1
O 2.024 -2.247 -0.020 -0.447
C 1.585 -1.170 -0.041 0.436
C 0.096 -0.620 0.074 -0.499
C 0.754 0.893 -0.096 -0.344
C 1.990 0.507 -0.058 0.167
F 3.160 1.077 0.087 -0.257
H -0.296 -0.621 1.014 0.249
H -0.636 -1.111 -0.565 0.298
H 0.270 1.849 -0.073 0.398
```



#two
One molecule with the formula C4H3FO, computed with wB97M-V/def2-TZVPD.

## Properties
Highest occupied orbital energy ... -10.04 eV
Net charge ... 0
Orbital gap ... 10.86 eV
SMILES ... C#C[C@H]1O[C@H]1F
LUMO level ... 0.030 Ha

XYZ file:
```
9
Properties=species:S:1:pos:R:3:mulliken_charge:R:1
C 1.792 -0.112 -1.362 -0.092
C 0.701 -0.047 -0.822 -0.488
C -0.383 0.299 0.207 0.009
O -1.242 1.295 -0.196 -0.378
C -1.847 0.102 0.098 0.205
F -2.517 -0.481 -0.911 -0.248
H 2.440 -0.514 -2.081 0.365
H -0.161 0.119 1.273 0.307
H -2.348 -0.121 1.055 0.321
```



#three
One molecule with the formula C4H3FO, computed with wB97M-V/def2-TZVPD.

## Properties
Highest occupied orbital energy ... -8.49 eV
Net charge ... 0
Orbital gap ... 9.26 eV
SMILES ... O=C=C/C=C/F
LUMO level ... 0.028 Ha

XYZ file:
```
9
Properties=species:S:1:pos:R:3:mulliken_charge:R:1
O -2.776 -0.051 0.876 -0.336
C -1.889 0.143 0.170 0.574
C -0.778 0.263 -0.540 -0.670
C 0.300 -0.337 0.258 -0.018
C 1.520 -0.023 -0.090 -0.239
F 2.659 -0.296 0.659 -0.253
H -0.631 0.782 -1.438 0.370
H -0.001 -1.044 1.064 0.266
H 1.596 0.562 -0.958 0.307
```



Stability check: which of them is least stable? #two.



#one
A 2-piece molecular cluster, C7H12O3 overall, computed with wB97M-V/def2-TZVPD.

## Properties
Highest occupied orbital energy ... -8.70 eV
Net charge ... 0
Orbital gap ... 8.48 eV
SMILES ... O=C[C@@]1(C2CCC2)CO1.O
LUMO level ... -0.008 Ha

XYZ file:
```
22
Properties=species:S:1:pos:R:3:mulliken_charge:R:1
O 0.255 -2.702 0.077 -0.456
C -0.695 -1.961 0.169 0.063
C -0.726 -0.530 -0.290 0.365
C 0.578 0.057 -0.765 0.427
C 0.670 1.569 -1.060 -0.964
C 2.092 1.557 -0.456 -0.539
C 1.748 0.219 0.235 -0.752
C -2.010 0.212 -0.386 -0.628
O -1.422 0.334 0.892 -0.615
H -1.494 -1.997 -0.803 0.095
H 0.909 -0.526 -1.637 0.470
H 0.553 1.884 -2.105 0.292
H -0.024 2.143 -0.430 0.349
H 2.859 1.427 -1.232 0.234
H 2.375 2.399 0.189 0.333
H 1.378 0.374 1.257 0.320
H 2.515 -0.566 0.251 0.312
H -2.000 1.138 -0.967 0.271
H -2.927 -0.387 -0.398 0.368
O -1.755 -1.854 2.325 -0.694
H -1.864 -0.731 2.230 0.435
H -1.015 -2.059 2.905 0.314
```



#two
A 2-piece molecular cluster, C7H12O3 overall, computed with wB97M-V/def2-TZVPD.

## Properties
Highest occupied orbital energy ... -9.75 eV
Net charge ... 0
Orbital gap ... 10.53 eV
SMILES ... C#CC(=O)O.COC(C)C
LUMO level ... 0.029 Ha

XYZ file:
```
22
Properties=species:S:1:pos:R:3:mulliken_charge:R:1
C 3.398 -0.059 0.121 0.358
C 2.520 -0.639 0.694 -0.399
C 1.497 -1.378 1.391 0.213
O 1.275 -2.551 1.246 -0.547
O 0.864 -0.616 2.300 -0.413
H 4.166 0.453 -0.382 0.415
H 0.182 -1.144 2.746 0.359
C -1.271 -1.390 -0.138 -0.817
O -0.105 -0.657 -0.433 -0.294
C -0.261 0.721 -0.774 0.611
C -0.500 1.604 0.455 -1.275
C -1.335 0.958 -1.832 -1.500
H -0.935 -2.280 0.395 0.274
H -1.972 -0.831 0.489 0.341
H -1.781 -1.709 -1.053 0.284
H 0.721 0.969 -1.190 0.227
H 0.256 1.408 1.209 0.278
H -1.486 1.425 0.881 0.272
H -0.447 2.647 0.158 0.454
H -1.310 1.999 -2.138 0.472
H -1.151 0.335 -2.705 0.357
H -2.326 0.733 -1.441 0.332
```



Stability check: which of them is least stable? #one.



#one
One molecule with the formula C3H5NO, computed with wB97M-V/def2-TZVPD.

## Properties
Highest occupied orbital energy ... -11.27 eV
Net charge ... 0
Orbital gap ... 11.92 eV
SMILES ... C[C@H](O)C#N
LUMO level ... 0.024 Ha

XYZ file:
```
10
Properties=species:S:1:pos:R:3:mulliken_charge:R:1
C 0.811 0.678 -0.134 -1.066
C -0.188 -0.459 0.233 0.565
O -0.231 -1.534 -0.681 -0.524
C -1.518 0.132 0.530 -0.039
N -2.556 0.474 0.753 -0.340
H 1.341 0.622 -1.186 0.317
H 0.251 1.626 0.039 0.322
H 1.574 0.752 0.639 0.284
H 0.028 -0.807 1.184 0.152
H 0.488 -1.484 -1.375 0.330
```



#two
A 3-piece molecular cluster, C3H5NO overall, computed with wB97M-V/def2-TZVPD.

## Properties
Highest occupied orbital energy ... -10.48 eV
Net charge ... 0
Orbital gap ... 11.57 eV
LUMO level ... 0.040 Ha

XYZ file:
```
10
Properties=species:S:1:pos:R:3:mulliken_charge:R:1
O 2.957 0.283 0.649 -0.195
C 2.020 0.273 0.004 0.157
N -0.063 -0.288 1.139 -0.367
C -0.994 0.718 0.494 -0.124
C -0.958 -0.716 0.369 -0.287
H 0.691 -0.439 -1.682 -0.077
H -1.703 1.195 1.166 0.234
H -0.581 1.351 -0.291 0.256
H 0.035 -0.716 -1.936 0.096
H -1.404 -1.661 0.089 0.307
```



Stability check: which of them is least stable? #two.



#one
One molecule with the formula C3H5NO, computed with wB97M-V/def2-TZVPD.

## Properties
Highest occupied orbital energy ... -9.25 eV
Net charge ... 0
Orbital gap ... 10.24 eV
SMILES ... C1=NOCC1
LUMO level ... 0.036 Ha

XYZ file:
```
10
Properties=species:S:1:pos:R:3:mulliken_charge:R:1
C 1.142 0.525 0.040 -0.180
N 1.553 -0.684 -0.027 -0.260
O 0.472 -1.515 -0.045 -0.224
C -0.753 -0.727 0.042 -0.354
C -0.320 0.708 -0.076 -0.296
H 1.937 1.281 0.100 0.374
H -1.268 -0.901 1.013 0.209
H -1.370 -1.163 -0.773 0.226
H -0.744 1.284 0.717 0.259
H -0.649 1.193 -0.990 0.245
```



#two
One molecule with the formula C3H5NO, computed with wB97M-V/def2-TZVPD.

## Properties
Highest occupied orbital energy ... -9.87 eV
Net charge ... 0
Orbital gap ... 10.93 eV
LUMO level ... 0.039 Ha

XYZ file:
```
10
Properties=species:S:1:pos:R:3:mulliken_charge:R:1
C -0.006 0.036 0.063 0.720
C -1.463 0.727 1.040 -0.074
C 1.084 -0.438 -0.720 -0.920
N -0.023 0.652 1.199 -0.621
O -1.366 -0.114 -0.121 -0.404
H -2.007 0.357 1.939 0.210
H -1.690 1.729 0.933 0.245
H 0.902 -0.122 -1.872 0.237
H 1.318 -1.458 -0.737 0.303
H 1.911 0.113 -0.376 0.303
```



Stability check: which of them is least stable? #one.



#one
A 2-piece molecular cluster, C3H5NO overall, computed with wB97M-V/def2-TZVPD.

## Properties
Highest occupied orbital energy ... -9.88 eV
Net charge ... 0
Orbital gap ... 9.82 eV
LUMO level ... -0.002 Ha

XYZ file:
```
10
Properties=species:S:1:pos:R:3:mulliken_charge:R:1
C 1.161 -0.117 -0.205 0.477
C 0.043 1.028 -0.173 -0.455
C -0.943 -0.223 0.056 -0.293
H 0.037 1.517 0.776 0.235
H -0.122 1.690 -1.051 0.267
H -1.814 -0.298 -0.718 0.225
H -1.282 -0.329 1.163 0.248
H 0.335 -2.127 0.588 0.305
N 0.216 -1.093 -0.445 -0.448
O 2.369 -0.048 0.009 -0.561
```



#two
One molecule with the formula C3H5NO, computed with wB97M-V/def2-TZVPD.

## Properties
Highest occupied orbital energy ... -8.86 eV
Net charge ... 0
Orbital gap ... 9.94 eV
SMILES ... C=CN1CO1
LUMO level ... 0.040 Ha

XYZ file:
```
10
Properties=species:S:1:pos:R:3:mulliken_charge:R:1
C 1.418 0.278 0.653 -0.729
C 0.349 0.938 0.181 0.117
N -0.564 0.355 -0.671 -0.241
C -1.056 -0.935 -0.510 -0.264
O -1.911 0.250 -0.291 -0.349
H 2.243 0.793 1.101 0.283
H 1.546 -0.737 0.342 0.255
H 0.003 2.033 0.322 0.279
H -1.185 -1.493 -1.410 0.221
H -0.845 -1.481 0.284 0.429
```



#three
One molecule with the formula C3H5NO, computed with wB97M-V/def2-TZVPD.

## Properties
Highest occupied orbital energy ... -9.57 eV
Net charge ... 0
Orbital gap ... 10.52 eV
SMILES ... C=NC(C)=O
LUMO level ... 0.035 Ha

XYZ file:
```
10
Properties=species:S:1:pos:R:3:mulliken_charge:R:1
C -0.769 1.138 -1.370 -0.236
N 0.143 0.438 -0.870 -0.350
C 0.631 0.235 0.428 0.564
C 0.251 -1.198 0.955 -0.831
O 1.301 1.060 0.932 -0.491
H -0.789 1.052 -2.494 0.238
H -1.291 1.911 -0.851 0.278
H 1.193 -1.663 1.177 0.251
H -0.458 -1.256 1.901 0.240
H -0.212 -1.717 0.191 0.338
```



#four
One molecule with the formula C3H5NO, computed with wB97M-V/def2-TZVPD.

## Properties
Highest occupied orbital energy ... -9.71 eV
Net charge ... 0
Orbital gap ... 10.12 eV
SMILES ... CO[C@H]1C=N1
LUMO level ... 0.015 Ha

XYZ file:
```
10
Properties=species:S:1:pos:R:3:mulliken_charge:R:1
C 0.648 0.372 1.201 -0.671
O 0.565 -0.568 0.212 -0.414
C 0.659 0.285 -1.246 0.017
C -0.453 0.296 -2.072 -0.056
N -0.412 1.257 -1.275 -0.424
H 1.738 0.667 1.492 0.188
H 0.049 -0.003 1.983 0.300
H 0.004 1.254 0.954 0.333
H 1.605 0.360 -1.534 0.408
H -0.668 0.100 -3.092 0.319
```



Stability check: which of them is least stable? #four.